(1)
{"formula": "C26H54ClN5O7", "method": "the ωB97M-V functional and the def2-TZVPD basis", "largest_force_ha_per_bohr": 0.156, "smiles": "CCOCC[C@]1(CCCCl)C[C@H](COCC)C(=O)N1.CN(C)C=O.CN(C)C=O.CN(C)C=O.CN(C)C=O", "e_tot_ev": -62135.538, "total_charge": 0, "homo_ev": -8.9, "orbital_gap_ev": 9.247, "symbols": ["C", "C", "O", "C", "C", "C", "C", "C", "C", "Cl", "C", "C", "C", "O", "C", "C", "C", "O", "N", "H", "H", "H", "H", "H", "H", "H", "H", "H", "H", "H", "H", "H", "H", "H", "H", "H", "H", "H", "H", "H", "H", "H", "H", "H", "H", "C", "O", "N", "C", "C", "H", "H", "H", "H", "H", "H", "H", "C", "O", "N", "C", "C", "H", "H", "H", "H", "H", "H", "H", "C", "O", "N", "C", "C", "H", "H", "H", "H", "H", "H", "H", "C", "O", "N", "C", "C", "H", "H", "H", "H", "H", "H", "H"], "coordinates": [[-2.03854, -3.02490, 0.40060], [-0.50600, -3.04246, -0.23208], [-0.03783, -1.69580, -0.66421], [-0.44271, -1.45232, -2.05724], [0.48279, -0.35530, -2.86321], [0.72156, 1.05856, -2.02461], [2.16933, 1.05913, -1.18755], [2.22658, 2.17769, 0.01077], [3.77388, 2.46403, 0.57599], [4.63845, 0.90671, 1.10337], [-0.50879, 1.47905, -0.98817], [-0.83585, 3.04041, -1.44808], [-2.23608, 3.58805, -0.79475], [-2.23473, 3.11812, 0.63064], [-2.09110, 4.25418, 1.55418], [-0.59436, 4.92911, 1.59645], [-0.75667, 2.78215, -3.08842], [-1.64008, 3.04355, -4.05542], [0.62235, 2.09350, -3.16508], [-2.57163, -2.06936, -0.02095], [-2.65489, -3.99523, 0.15313], [-1.99084, -2.94787, 1.59058], [-0.38173, -3.86599, -1.06430], [0.20437, -3.37885, 0.66230], [-1.56525, -1.05700, -2.14983], [-0.42090, -2.44512, -2.71937], [1.52911, -0.84284, -3.15842], [-0.06659, -0.17695, -3.90816], [2.28159, -0.00234, -0.65295], [3.09606, 1.24009, -1.87915], [1.61510, 1.83309, 0.97527], [1.80358, 3.23026, -0.27647], [4.32635, 3.02220, -0.30594], [3.69257, 3.26772, 1.45475], [-0.39560, 1.23475, 0.15056], [-1.55958, 0.96563, -1.22759], [-0.00997, 3.85770, -1.30993], [-2.29063, 4.77554, -0.80254], [-3.13684, 3.07156, -1.33441], [-2.89878, 5.08752, 1.39187], [-2.28488, 3.81754, 2.64800], [0.15264, 4.39456, 2.35579], [-0.71915, 6.06214, 1.94686], [-0.03849, 4.96588, 0.56723], [0.91281, 1.75974, -4.11003], [0.06469, -6.77620, -0.32808], [0.66970, -5.76639, -0.66489], [-0.24157, -7.12953, 0.96884], [-0.96250, -8.34475, 1.28375], [0.16950, -6.25968, 2.05130], [-0.29436, -7.50747, -1.07112], [-1.88681, -8.08201, 1.80631], [-0.33852, -8.96829, 1.93043], [-1.20932, -8.90288, 0.37648], [-0.28176, -5.27346, 1.90682], [1.25850, -6.15518, 2.03032], [-0.14239, -6.66942, 3.01578], [-3.76280, 8.07548, -1.39889], [-2.75991, 7.74702, -0.77799], [-4.09014, 7.65361, -2.66992], [-5.29894, 8.08999, -3.33630], [-3.19880, 6.74581, -3.36182], [-4.50887, 8.76261, -0.96643], [-5.90936, 7.21319, -3.57096], [-5.02591, 8.60661, -4.26092], [-5.87521, 8.76926, -2.70221], [-3.09454, 5.83022, -2.77194], [-2.21569, 7.21641, -3.45835], [-3.58919, 6.50220, -4.35361], [-0.91683, -3.51974, 4.16203], [-1.57215, -4.41258, 3.63995], [-1.41486, -2.55395, 5.01049], [-0.57042, -1.52960, 5.58781], [-2.82605, -2.56242, 5.33579], [0.16657, -3.42010, 3.98290], [-0.61220, -1.61006, 6.67788], [-0.94151, -0.54890, 5.27659], [0.46633, -1.64207, 5.25907], [-3.07737, -3.51749, 5.80675], [-3.40497, -2.46180, 4.41275], [-3.07079, -1.74141, 6.01507], [7.44693, -3.50870, -1.07018], [7.96531, -4.07473, -2.02416], [6.21017, -2.89959, -1.07750], [5.66722, -2.25000, 0.09677], [5.42812, -2.90863, -2.29637], [7.95490, -3.44293, -0.09375], [4.72463, -2.73566, 0.36531], [5.48571, -1.19643, -0.13435], [6.35936, -2.31842, 0.94046], [5.24080, -3.94534, -2.59180], [5.99791, -2.41407, -3.08885], [4.47680, -2.39036, -2.14877]], "forces_ev_per_a": [[0.3, 0.4, 0.3], [0.0, -1.0, 1.4], [-1.1, -1.5, -1.8], [-0.6, 0.1, -1.7], [0.2, -1.1, 0.6], [-0.3, -0.6, -0.4], [-0.3, 0.0, 0.6], [0.5, -0.1, 1.4], [-1.7, 1.9, -1.1], [-0.8, 1.7, -0.4], [-1.3, 0.5, -0.8], [-0.4, 0.0, -0.9], [0.7, -0.4, 0.0], [0.0, 2.5, -0.7], [0.5, 0.0, 1.6], [0.3, 0.7, 0.3], [-1.5, -0.1, -2.2], [5.6, -1.4, 5.6], [-3.0, 1.2, 0.4], [0.8, -1.9, 0.8], [1.3, 2.0, 0.3], [-0.1, -0.1, -2.7], [-0.3, 2.0, 1.5], [-1.3, 0.9, -2.1], [2.3, -0.8, 0.5], [0.1, 1.9, 1.6], [-2.1, 1.1, 0.9], [1.0, -0.2, 2.5], [-0.3, 2.3, -1.4], [-1.9, -0.4, 1.0], [1.2, 0.6, -2.3], [0.9, -2.0, 0.3], [-0.6, -1.6, 1.9], [0.4, -2.2, -1.7], [0.3, 0.8, -2.4], [2.4, 0.7, 0.1], [-1.3, -1.8, 0.1], [0.0, -2.6, -0.2], [1.6, 1.2, 1.0], [1.5, -1.6, -0.1], [0.3, 0.8, -2.5], [-1.8, 1.0, -1.6], [0.3, -2.5, -0.7], [-1.3, -0.1, 1.8], [-0.6, 0.3, 1.2], [0.0, 0.0, 0.9], [-0.3, -0.7, 0.4], [0.3, 0.1, -1.6], [0.1, 0.2, 0.1], [0.2, 0.3, -0.2], [0.0, 0.0, 0.1], [0.0, -0.2, 0.0], [-0.2, -0.1, 0.0], [0.1, 0.1, 0.1], [0.1, -0.2, 0.3], [0.0, 0.0, 0.1], [0.0, 0.1, -0.3], [0.2, -0.5, -0.7], [-0.6, 0.0, -0.6], [0.1, 0.6, 1.4], [0.2, -0.1, 0.0], [0.3, -0.1, 0.2], [0.0, 0.0, -0.1], [-0.1, 0.2, -0.1], [-0.2, 0.0, 0.0], [0.2, -0.1, 0.0], [0.1, 0.0, -0.3], [0.0, -0.2, -0.1], [0.0, 0.1, 0.2], [-0.7, 0.4, 0.5], [0.1, 0.8, 0.6], [0.8, -1.0, -0.9], [-0.2, 0.0, 0.0], [-0.1, -0.3, -0.2], [0.0, 0.1, 0.1], [0.1, 0.2, 0.0], [0.2, 0.0, 0.1], [-0.2, 0.0, 0.0], [-0.2, 0.1, 0.0], [-0.1, 0.0, 0.2], [0.2, -0.1, -0.1], [-0.6, 0.1, -0.6], [-0.6, 0.5, 0.6], [1.3, -0.6, 0.3], [-0.1, 0.0, -0.3], [0.2, -0.2, -0.2], [-0.1, 0.1, 0.0], [0.0, 0.2, 0.2], [-0.1, -0.2, 0.2], [0.0, 0.0, -0.2], [-0.1, 0.2, -0.1], [-0.2, -0.1, -0.1], [0.2, -0.1, 0.1]], "mulliken_charge": [-0.592, 0.008, -0.266, -0.500, -1.023, 1.441, -0.641, -0.266, -0.588, -0.211, -1.077, 0.581, -0.436, -0.395, -0.311, -0.549, -0.072, -0.644, -0.363, 0.352, 0.225, -0.098, 0.255, 0.069, 0.231, 0.313, 0.182, 0.343, 0.206, 0.281, 0.241, 0.054, 0.344, 0.362, 0.141, 0.435, 0.073, 0.060, 0.317, 0.261, 0.265, 0.225, 0.294, 0.086, 0.367, 0.054, -0.577, 0.184, -0.923, -0.657, 0.310, 0.317, 0.332, 0.289, -0.018, 0.324, 0.354, 0.084, -0.569, 0.159, -0.933, -0.765, 0.288, 0.335, 0.330, 0.296, 0.107, 0.290, 0.380, 0.171, -0.607, 0.154, -0.926, -0.953, 0.243, 0.343, 0.340, 0.296, 0.304, 0.278, 0.381, 0.115, -0.587, 0.127, -0.794, -0.920, 0.265, 0.308, 0.267, 0.305, 0.319, 0.311, 0.287]}

(2)
{"formula": "C10H14BN7O2Sn", "method": "the ωB97M-V functional and the def2-TZVPD basis", "largest_force_ha_per_bohr": 0.070, "relative_energy_ev": 0.0000, "e_tot_ev": -31628.748, "total_charge": 0, "homo_ev": -7.2, "orbital_gap_ev": 7.694, "symbols": ["H", "N", "B", "N", "C", "Sn", "H", "C", "H", "C", "H", "C", "H", "H", "H", "N", "N", "N", "N", "C", "C", "H", "H", "C", "C", "C", "C", "H", "H", "H", "H", "H", "O", "N", "O"], "coordinates": [[-0.38917, 2.83450, 2.24154], [-0.00482, 1.61000, 0.51671], [0.76604, 0.77964, -1.76893], [0.54729, 1.88678, -0.70882], [0.80889, 3.20066, -0.80130], [-0.63066, -0.49345, 1.09102], [1.22265, 3.61227, -1.70614], [0.44905, 3.80161, 0.40139], [0.53190, 4.83708, 0.65203], [-0.04461, 2.76517, 1.22048], [1.25427, 1.18934, -2.78984], [-1.90462, -2.56022, 2.65561], [-2.21281, -2.57339, 3.70631], [-0.96968, -3.11522, 2.57038], [-2.68196, -3.05047, 2.06779], [-0.66098, 0.17822, -1.98344], [1.59208, -0.36457, -1.11018], [-1.36996, -0.33015, -0.92744], [1.22788, -0.91805, 0.09158], [-1.39787, 0.09028, -3.09754], [2.70790, -0.96720, -1.54863], [-0.99470, 0.43958, -4.03789], [3.12830, -0.68347, -2.51126], [-2.61007, -0.48334, -2.75767], [3.09344, -1.90190, -0.60403], [-2.57716, -0.73706, -1.39181], [2.15785, -1.83486, 0.43342], [-3.41290, -0.68939, -3.42475], [3.94486, -2.55550, -0.66041], [-3.32620, -1.16805, -0.75320], [2.12781, -2.37046, 1.36668], [-1.82978, -1.44106, 2.37359], [0.66861, 0.77237, 4.70005], [0.04342, 0.21780, 3.81962], [0.74571, 0.02250, 2.67507]], "forces_ev_per_a": [[0.0, -0.3, -0.1], [0.5, 1.2, -0.1], [-0.9, -0.4, 0.9], [-0.2, 0.4, 0.6], [-0.3, -0.1, 0.8], [0.4, 1.7, 0.8], [0.1, 0.0, 0.0], [-0.1, -0.6, -0.1], [0.0, 0.3, 0.1], [0.5, -0.3, -1.7], [-0.1, -0.1, 0.2], [-1.0, 1.0, 1.2], [0.0, -0.3, 0.0], [0.2, 0.4, -0.2], [0.0, 0.1, -0.2], [-0.8, -0.4, -0.1], [0.1, -0.6, 0.5], [-0.4, 0.4, -2.8], [1.4, -0.2, -0.6], [0.2, 0.0, 0.5], [-0.3, 0.2, 0.2], [-0.2, -0.1, 0.1], [0.0, -0.1, 0.4], [-0.3, -0.1, -0.3], [0.3, -0.3, 0.2], [1.7, 0.7, -0.4], [-0.3, 0.9, -1.4], [-0.4, -0.1, -0.3], [0.1, 0.0, 0.0], [0.1, 0.0, 0.2], [-0.2, 0.0, 0.0], [-0.8, -3.3, 1.4], [-0.7, -0.8, -1.3], [1.3, 0.5, -0.1], [0.1, 0.4, 1.9]], "nbo_charge": [0.238, -0.381, 0.552, -0.325, 0.009, 1.367, 0.225, -0.346, 0.233, 0.013, -0.020, -0.883, 0.220, 0.206, 0.205, -0.305, -0.308, -0.435, -0.411, 0.014, 0.019, 0.226, 0.231, -0.346, -0.344, -0.004, 0.017, 0.231, 0.236, 0.232, 0.239, 0.177, -0.376, 0.298, -0.705]}

(3)
{"formula": "C27H39ClFIN2O", "method": "the ωB97M-V functional and the def2-TZVPD basis", "largest_force_ha_per_bohr": 0.018, "smiles": "CCCCCCCCCCCCCCc1c([C@@H](Cl)CC)c(I)c(CC(=O)F)c2nccnc12", "e_tot_ev": -57000.851, "total_charge": 0, "homo_ev": -9.1, "orbital_gap_ev": 8.490, "symbols": ["C", "C", "C", "C", "C", "C", "C", "C", "C", "C", "C", "C", "C", "C", "C", "C", "C", "Cl", "C", "C", "C", "I", "C", "C", "C", "O", "F", "C", "N", "C", "C", "N", "C", "H", "H", "H", "H", "H", "H", "H", "H", "H", "H", "H", "H", "H", "H", "H", "H", "H", "H", "H", "H", "H", "H", "H", "H", "H", "H", "H", "H", "H", "H", "H", "H", "H", "H", "H", "H", "H", "H", "H"], "coordinates": [[-6.37315, -0.52547, 1.49059], [-6.53524, 0.35879, 2.72099], [-5.72202, 1.66197, 2.74281], [-5.48053, 2.33059, 1.38959], [-4.25233, 1.80500, 0.63082], [-4.43755, 1.73394, -0.88671], [-3.13429, 1.86450, -1.66109], [-2.13921, 0.73260, -1.40722], [-2.66814, -0.65188, -1.75081], [-1.64525, -1.76463, -1.57039], [-1.17298, -1.98691, -0.13452], [0.16366, -2.74068, -0.04821], [1.33982, -1.89696, 0.45999], [2.62246, -2.04320, -0.36047], [3.60161, -0.93304, -0.10499], [3.83124, 0.07901, -0.98944], [3.11516, 0.10216, -2.31168], [3.83974, -1.21051, -3.33322], [1.57742, 0.09867, -2.25483], [0.84921, -0.72657, -3.29959], [4.78454, 1.10188, -0.65341], [5.19840, 2.66851, -1.99705], [5.47366, 1.11896, 0.52266], [6.46757, 2.17307, 0.90386], [7.81775, 2.05259, 0.25909], [8.61893, 2.91213, 0.10641], [8.08322, 0.77425, -0.10870], [5.25618, 0.04827, 1.42332], [5.96789, 0.00826, 2.58216], [5.77890, -1.00848, 3.36714], [4.87240, -2.04227, 3.03939], [4.16973, -2.02639, 1.94809], [4.33547, -0.96806, 1.10755], [-6.61903, -0.00190, 0.57014], [-5.35962, -0.91231, 1.41521], [-7.04580, -1.37798, 1.55995], [-7.58889, 0.58616, 2.86945], [-6.23201, -0.23949, 3.58050], [-6.24937, 2.37201, 3.37890], [-4.75833, 1.49316, 3.22306], [-5.35330, 3.39890, 1.55940], [-6.36024, 2.22965, 0.75483], [-4.02984, 0.80828, 1.01090], [-3.38529, 2.42621, 0.85488], [-4.92856, 0.79337, -1.13191], [-5.12208, 2.52296, -1.19958], [-2.65978, 2.79985, -1.35791], [-3.34156, 1.94772, -2.72846], [-1.25437, 0.92186, -2.01985], [-1.81982, 0.78602, -0.36727], [-2.97319, -0.63244, -2.79968], [-3.56797, -0.87289, -1.17626], [-2.06926, -2.69691, -1.94287], [-0.77668, -1.54009, -2.19477], [-1.08340, -1.03193, 0.37755], [-1.93923, -2.54917, 0.39878], [0.03793, -3.58195, 0.63010], [0.40389, -3.16903, -1.02121], [1.56638, -2.17977, 1.48352], [1.06128, -0.84238, 0.49932], [3.11644, -2.97389, -0.08721], [2.39304, -2.11148, -1.41951], [3.40217, 0.99189, -2.83942], [1.24047, -0.16859, -1.25606], [1.28308, 1.13658, -2.41118], [-0.21829, -0.52028, -3.24506], [0.98740, -1.79465, -3.15634], [1.17727, -0.45828, -4.29990], [6.10920, 3.17560, 0.69535], [6.65653, 2.10685, 1.97313], [6.34350, -1.05812, 4.28826], [4.75308, -2.88365, 3.70905]], "forces_ev_per_a": [[-0.1, 0.0, 0.1], [0.3, -0.1, 0.0], [-0.1, 0.1, -0.1], [0.1, 0.0, 0.0], [-0.2, -0.2, 0.0], [0.0, 0.1, 0.2], [0.1, -0.1, 0.1], [-0.1, 0.2, -0.1], [0.0, 0.0, 0.0], [0.2, 0.0, 0.1], [-0.1, -0.2, -0.1], [-0.1, 0.0, 0.2], [0.0, 0.0, 0.1], [0.1, -0.2, 0.0], [-0.1, -0.4, 0.2], [0.2, 0.7, -0.1], [0.1, -0.1, -0.1], [0.0, 0.0, -0.1], [-0.1, 0.1, 0.1], [0.2, 0.3, -0.4], [-0.3, 0.0, -0.3], [0.0, -0.1, -0.1], [0.1, 0.0, 0.0], [0.0, 0.1, 0.0], [0.3, 0.2, -0.1], [-0.3, -0.5, 0.0], [0.1, 0.2, 0.0], [-0.1, -0.3, 0.2], [0.1, 0.2, -0.1], [-0.1, -0.1, -0.1], [0.1, 0.0, 0.1], [-0.2, 0.0, -0.2], [0.3, 0.0, 0.3], [0.0, 0.1, -0.1], [0.1, 0.0, -0.1], [0.0, -0.1, 0.0], [-0.2, 0.1, -0.1], [-0.1, 0.0, 0.2], [0.0, 0.0, 0.2], [0.2, 0.0, 0.0], [0.0, 0.1, -0.1], [-0.2, 0.0, 0.0], [0.2, -0.1, 0.0], [0.1, 0.1, 0.1], [-0.2, -0.1, -0.1], [0.0, 0.1, -0.1], [0.0, 0.1, -0.1], [0.0, -0.1, -0.1], [0.1, 0.0, 0.1], [0.1, -0.1, 0.1], [-0.1, -0.1, -0.1], [-0.1, 0.0, 0.1], [0.0, -0.1, -0.1], [-0.6, -0.4, 0.6], [0.0, 0.1, 0.1], [-0.1, 0.0, 0.1], [0.1, -0.2, 0.0], [0.0, 0.0, -0.1], [0.0, 0.1, 0.2], [-0.1, 0.0, 0.0], [0.0, -0.2, 0.0], [0.0, 0.0, 0.0], [0.1, 0.2, -0.2], [0.0, 0.0, -0.1], [0.0, 0.1, 0.1], [0.3, 0.2, -0.3], [0.1, -0.1, -0.1], [0.2, -0.1, -0.1], [-0.1, 0.1, 0.0], [0.0, 0.0, 0.1], [0.1, 0.1, 0.1], [0.0, -0.1, 0.0]], "mulliken_charge": [-0.984, -0.443, -0.794, -1.137, -0.132, -0.749, -1.512, 0.519, -1.012, 0.397, -0.457, -1.224, -1.071, -1.287, 0.786, 0.584, -0.969, -0.168, 0.228, -1.613, -0.177, 0.032, 0.833, -1.776, 0.803, -0.507, -0.233, 0.460, -0.541, -0.357, -0.460, -0.458, -0.142, 0.221, 0.162, 0.444, 0.317, 0.277, 0.381, 0.339, 0.460, 0.442, 0.022, 0.581, 0.228, 0.548, 0.415, 0.414, -0.100, 0.281, 0.287, 0.356, 0.410, -0.876, 0.230, 0.410, 0.447, 0.575, 0.543, 0.760, 0.596, 0.567, 0.461, -0.265, 0.620, 0.561, 0.219, 0.478, 0.437, 0.423, 0.455, 0.441]}

Q: Number 3 is which compound?
A: C27H39ClFIN2O